Molecular formula: C35H66Cl2GeN8O7PSeTi
Method: DFT, ωB97M-V with the def2-TZVPD basis set

Geometry as XYZ:
```
122
C35H66Cl2GeN8O7PSeTi, DFT ωB97M-V with the def2-TZVPD basis set
Ti 0.67 -0.76 -0.97
O 2.24 0.17 -1.23
C 3.47 -0.32 -1.14
C 3.79 -1.56 -0.55
C 5.14 -1.94 -0.43
C 5.46 -3.14 0.17
C 4.50 -4.01 0.67
C 3.17 -3.65 0.56
C 2.80 -2.45 -0.04
O 1.50 -2.14 -0.13
N 6.88 -3.50 0.29
O 7.15 -4.54 0.86
O 7.71 -2.74 -0.18
H 4.26 0.30 -1.53
H 5.92 -1.30 -0.79
H 4.81 -4.94 1.13
H 2.39 -4.30 0.94
O 0.37 2.28 -1.59
H 0.36 1.83 -0.72
H 1.23 2.06 -1.96
N -1.27 -0.18 -1.83
H -2.07 -0.22 -1.22
H -1.47 -0.68 -2.70
H -1.14 0.80 -2.11
Cl 2.49 0.53 -4.36
C 1.54 -0.82 -5.05
Cl 0.80 -0.30 -6.57
C 0.50 -1.31 -4.03
O -0.65 -1.54 -4.39
O 0.97 -1.46 -2.84
H 2.25 -1.61 -5.27
C -2.21 -3.09 -1.84
C -2.91 -4.47 -1.81
N -2.04 -5.46 -1.17
C -1.78 -5.04 0.21
C -1.13 -3.63 0.22
N -0.91 -3.16 -1.15
C -0.06 -4.14 -1.86
C -0.77 -5.52 -1.90
H -2.82 -2.34 -1.33
H -2.03 -2.75 -2.86
H -3.13 -4.82 -2.82
H -3.84 -4.43 -1.25
H -1.13 -5.78 0.67
H -2.73 -5.04 0.75
H -0.16 -3.65 0.73
H -1.76 -2.90 0.73
H 0.89 -4.20 -1.33
H 0.14 -3.76 -2.86
H -0.15 -6.30 -1.45
H -0.99 -5.82 -2.93
C -2.05 5.05 -2.58
Ge -3.57 3.91 -3.03
C -5.13 5.07 -3.33
C -4.00 2.68 -1.58
C -3.34 2.93 -4.72
Se -1.81 1.73 -4.94
C -0.46 3.11 -5.14
H -2.35 5.75 -1.80
H -1.74 5.63 -3.45
H -1.22 4.46 -2.22
H -5.35 5.66 -2.44
H -6.01 4.49 -3.58
H -4.93 5.77 -4.15
H -4.43 3.23 -0.74
H -3.11 2.16 -1.24
H -4.74 1.95 -1.92
H -3.34 3.63 -5.56
H -4.22 2.30 -4.84
H -0.27 3.62 -4.20
H -0.80 3.83 -5.89
H 0.45 2.63 -5.49
N 0.08 0.18 0.52
P 0.18 0.83 1.93
N 1.18 2.14 2.19
C 2.64 1.93 2.16
C 3.30 2.64 0.99
C 2.96 4.12 1.00
C 1.45 4.29 0.94
C 0.78 3.54 2.09
N 0.76 -0.26 3.04
C 0.39 -1.67 2.87
C 0.94 -2.53 4.00
C 2.39 -2.16 4.29
C 2.51 -0.68 4.71
C 1.23 0.09 4.38
N -1.31 1.45 2.37
C -2.54 1.03 1.70
C -3.36 0.07 2.56
C -3.64 0.70 3.92
C -2.34 1.11 4.59
C -1.54 2.03 3.68
H 2.83 0.85 2.11
H 3.07 2.30 3.10
H 2.96 2.18 0.06
H 4.38 2.48 1.06
H 3.44 4.63 0.17
H 3.34 4.58 1.92
H 1.07 3.91 -0.01
H 1.17 5.34 1.00
H -0.30 3.59 1.98
H 1.05 4.04 3.03
H 0.79 -2.02 1.92
H -0.70 -1.78 2.81
H 0.85 -3.58 3.71
H 0.34 -2.40 4.91
H 2.98 -2.35 3.39
H 2.79 -2.81 5.07
H 3.35 -0.22 4.20
H 2.70 -0.60 5.78
H 1.43 1.16 4.42
H 0.46 -0.11 5.13
H -2.26 0.56 0.76
H -3.13 1.92 1.48
H -2.79 -0.86 2.70
H -4.29 -0.18 2.05
H -4.20 0.01 4.56
H -4.27 1.59 3.78
H -1.74 0.21 4.80
H -2.53 1.61 5.55
H -0.58 2.29 4.14
H -2.09 2.97 3.55
```

Output
* <S²>: 0.784
* energy: -8927.666824 a.u.
* HOMO (alpha / beta): -6.39 / -7.86 eV
* energy relative to the best compared isomer or geometry (same formula, charge and spin): 8.3 kcal per mole
* lowest unoccupied orbital energy (alpha / beta): -0.094 / -0.400 eV
* 2S+1: 2